Entry 1:
Molecular formula: C44H47Ge2IPSTi
Method: DFT, the ωB97M-V functional and the def2-TZVPD basis

Positions of all 97 atoms, in Å:
Ti -0.125 0.409 0.756
I 0.395 -0.844 3.277
C 2.057 -0.017 4.277
C 1.902 -0.167 5.633
C 2.917 0.209 6.530
C 4.077 0.708 6.029
C 4.263 0.872 4.637
C 5.510 1.387 4.205
C 5.763 1.598 2.887
C 4.754 1.314 1.955
C 3.529 0.796 2.311
P 2.448 0.559 0.859
C 2.960 -0.970 0.036
C 4.246 -1.234 -0.436
C 4.505 -2.415 -1.111
C 3.490 -3.342 -1.320
C 2.212 -3.098 -0.845
C 1.957 -1.915 -0.166
C 2.850 1.972 -0.206
C 3.319 1.827 -1.507
C 3.582 2.950 -2.280
C 3.384 4.216 -1.757
C 2.918 4.364 -0.456
C 2.650 3.252 0.316
C 3.243 0.535 3.697
H 0.992 -0.591 6.033
H 2.767 0.085 7.591
H 4.887 0.992 6.686
H 6.253 1.614 4.956
H 6.710 1.996 2.552
H 4.953 1.548 0.918
H 5.045 -0.524 -0.281
H 5.501 -2.615 -1.477
H 3.703 -4.259 -1.851
H 1.417 -3.815 -0.999
H 0.943 -1.763 0.213
H 3.476 0.846 -1.933
H 3.941 2.828 -3.293
H 3.597 5.088 -2.356
H 2.763 5.352 -0.044
H 2.285 3.382 1.328
C 0.486 -0.564 -4.274
C 0.872 0.197 -3.011
Ge -0.662 0.470 -1.765
C -1.433 2.230 -2.215
C -1.753 2.358 -3.699
C -1.940 -0.919 -2.240
C -2.369 -1.854 -1.384
Ge -1.870 -1.555 0.500
C -1.326 -3.213 1.471
C -1.882 -4.554 1.010
C -3.316 -0.629 1.515
C -4.485 -1.463 2.033
C -3.190 -2.992 -1.877
C -4.193 -3.565 -1.107
C -4.971 -4.604 -1.594
C -4.738 -5.111 -2.862
C -3.715 -4.578 -3.632
C -2.947 -3.535 -3.143
H 1.326 -0.632 -4.965
H -0.336 -0.087 -4.806
H 0.171 -1.581 -4.040
H 1.257 1.187 -3.264
H 1.680 -0.339 -2.506
H -0.721 3.001 -1.911
H -2.332 2.387 -1.616
H -0.854 2.289 -4.313
H -2.223 3.317 -3.922
H -2.440 1.579 -4.034
H -2.285 -0.978 -3.270
H -1.589 -3.052 2.523
H -0.233 -3.267 1.449
H -2.944 -4.652 1.227
H -1.370 -5.373 1.514
H -1.766 -4.698 -0.063
H -3.679 0.176 0.870
H -2.839 -0.133 2.371
H -5.133 -1.796 1.225
H -5.108 -0.882 2.714
H -4.146 -2.345 2.578
H -4.378 -3.199 -0.106
H -5.755 -5.019 -0.977
H -5.339 -5.925 -3.244
H -3.506 -4.982 -4.612
H -2.133 -3.150 -3.741
S -0.730 2.459 1.535
C -2.143 3.369 0.945
C -1.911 4.484 0.147
C -2.985 5.206 -0.345
C -4.283 4.823 -0.037
C -4.503 3.731 0.789
C -3.435 3.007 1.294
H -0.897 4.768 -0.102
H -2.805 6.067 -0.975
H -5.120 5.383 -0.428
H -5.512 3.442 1.051
H -3.605 2.170 1.955

Summary:
E_HOMO: -0.3783 hartree
Charge: +1
Spin multiplicity: 1
Total energy: -7745.14011 Ha
Relative energy (zero: lowest compared OMol25 entry of this formula, charge and spin): 0.0 kcal/mol



Entry 2:
Molecular formula: C13H14N3O8P3
Method: DFT, the ωB97M-V functional and the def2-TZVPD basis

Positions of all 41 atoms, in Å:
O -4.560 -0.751 -1.053
C -4.269 -0.532 0.052
N -3.899 -0.283 1.203
C -2.505 0.091 1.120
C -2.055 1.445 1.186
P -3.316 2.810 1.391
O -2.459 4.143 1.948
O -4.243 2.324 2.679
C -0.685 1.754 1.101
C 0.308 0.759 0.905
C -0.144 -0.546 0.848
C -1.524 -0.876 0.972
C -1.654 -2.423 0.908
O -2.640 -3.079 0.780
N -0.321 -2.812 1.087
P 0.076 -4.529 1.190
P 2.139 -4.745 1.916
O 3.008 -4.776 0.729
O 2.516 -3.490 2.888
O 2.334 -6.106 2.770
C 0.630 -1.871 0.662
O 1.726 -2.031 0.226
H -1.673 4.269 1.398
H -3.645 1.953 3.351
H -0.326 2.788 1.181
H 1.384 0.991 0.818
H -0.710 -4.987 2.294
H 2.892 -2.771 2.357
H 2.972 -6.630 2.257
C 2.300 1.883 -4.383
C 1.052 2.450 -3.716
C 1.372 3.331 -2.504
C 2.086 2.547 -1.478
N 2.642 1.930 -0.685
H 2.855 1.231 -3.707
H 2.027 1.289 -5.256
H 2.966 2.683 -4.713
H 0.405 1.625 -3.411
H 0.494 3.042 -4.445
H 0.451 3.723 -2.069
H 1.995 4.177 -2.798

Summary:
E_HOMO: -0.3309 hartree
Charge: 0
Spin multiplicity: 1
Total energy: -2294.15811 Ha



Entry 3:
Molecular formula: C49H108N7O15
Method: DFT, the ωB97M-V functional and the def2-TZVPD basis

Positions of all 179 atoms, in Å:
C 15.309 -13.414 -7.980
C 15.825 -14.036 -9.191
O 15.155 -14.247 -10.217
N 17.268 -14.559 -9.159
H 18.008 -13.873 -9.200
H 17.468 -14.968 -8.257
C 17.635 -15.602 -10.260
H 15.130 -14.188 -7.233
H 14.284 -13.047 -8.037
H 16.066 -12.809 -7.481
H 17.373 -16.599 -9.907
H 18.724 -15.626 -10.216
H 17.317 -15.285 -11.253
C 8.200 -14.400 -10.727
C 7.528 -14.758 -12.042
O 7.472 -15.852 -12.494
N 6.933 -13.635 -12.866
H 5.931 -13.616 -12.989
H 7.009 -12.743 -12.398
C 7.583 -13.673 -14.218
H 9.232 -14.710 -10.895
H 7.673 -14.827 -9.874
H 8.294 -13.315 -10.744
H 7.194 -12.791 -14.727
H 7.314 -14.620 -14.687
H 8.652 -13.507 -14.089
C 11.703 -13.238 -9.244
C 11.354 -14.354 -8.297
O 11.563 -15.561 -8.573
N 10.614 -13.967 -6.985
H 11.115 -13.151 -6.662
H 9.638 -13.752 -7.136
C 10.674 -15.140 -5.919
H 10.893 -12.704 -9.742
H 12.338 -13.641 -10.032
H 12.241 -12.369 -8.864
H 9.805 -15.001 -5.276
H 11.602 -15.119 -5.347
H 10.640 -16.057 -6.507
C 16.212 -21.321 -4.739
C 15.506 -21.571 -3.403
C 15.279 -20.198 -2.725
C 14.425 -19.326 -3.701
N 13.902 -17.946 -3.107
C 14.974 -17.064 -2.458
C 14.500 -15.701 -2.567
C 13.470 -15.588 -3.646
C 13.437 -17.028 -4.258
C 12.778 -18.218 -2.092
H 15.836 -20.815 -5.628
H 16.241 -22.292 -5.233
H 17.250 -21.001 -4.833
H 16.203 -22.088 -2.743
H 14.552 -22.097 -3.360
H 16.222 -19.746 -2.418
H 14.845 -20.386 -1.743
H 13.548 -19.858 -4.069
H 14.998 -19.099 -4.599
H 15.267 -17.397 -1.462
H 15.870 -17.209 -3.060
H 14.109 -15.351 -1.612
H 15.285 -14.963 -2.728
H 12.489 -15.279 -3.285
H 13.762 -14.933 -4.466
H 12.419 -17.348 -4.482
H 14.104 -17.162 -5.110
H 13.183 -18.827 -1.284
H 12.022 -18.797 -2.623
H 12.377 -17.273 -1.728
C 9.869 -13.283 -1.312
C 9.490 -12.660 -2.680
C 8.676 -11.331 -2.448
C 8.532 -10.541 -3.789
N 8.234 -9.030 -3.648
C 7.831 -8.418 -4.963
C 8.049 -6.864 -4.744
C 8.998 -6.708 -3.558
C 9.466 -8.170 -3.239
C 7.047 -8.801 -2.735
H 8.934 -13.397 -0.764
H 10.375 -12.524 -0.716
H 10.591 -14.087 -1.458
H 8.874 -13.416 -3.167
H 10.399 -12.580 -3.277
H 9.197 -10.743 -1.693
H 7.687 -11.599 -2.076
H 7.836 -11.013 -4.482
H 9.523 -10.472 -4.238
H 6.823 -8.694 -5.273
H 8.624 -8.859 -5.567
H 7.124 -6.309 -4.593
H 8.368 -6.484 -5.714
H 8.398 -6.270 -2.760
H 9.805 -6.049 -3.878
H 9.701 -8.363 -2.192
H 10.305 -8.521 -3.839
H 6.759 -7.758 -2.871
H 7.408 -8.873 -1.709
H 6.132 -9.377 -2.872
C 9.116 -17.642 -8.988
C 9.341 -19.113 -9.430
C 10.722 -19.676 -9.045
C 11.843 -18.919 -9.632
N 13.238 -19.232 -8.929
C 14.412 -18.692 -9.827
C 15.220 -19.998 -10.202
C 14.978 -21.042 -9.038
C 13.460 -20.732 -8.865
C 13.217 -18.600 -7.471
H 9.540 -17.480 -7.997
H 8.075 -17.321 -8.955
H 9.690 -17.078 -9.723
H 9.329 -19.276 -10.508
H 8.603 -19.678 -8.860
H 10.796 -20.709 -9.386
H 10.698 -19.758 -7.959
H 11.652 -17.865 -9.430
H 11.992 -19.172 -10.682
H 14.971 -17.985 -9.214
H 13.993 -18.272 -10.742
H 16.255 -19.690 -10.350
H 14.997 -20.414 -11.185
H 15.390 -20.716 -8.083
H 15.276 -22.053 -9.315
H 13.172 -21.019 -7.853
H 12.690 -21.159 -9.507
H 14.143 -18.966 -7.026
H 12.359 -18.940 -6.891
H 13.316 -17.525 -7.622
C 8.397 -5.454 -12.614
C 8.320 -6.984 -12.694
C 9.573 -7.658 -12.125
C 9.838 -7.340 -10.627
N 10.464 -8.597 -9.867
C 11.972 -8.758 -10.319
C 12.789 -8.501 -8.984
C 11.884 -8.858 -7.821
C 10.522 -8.482 -8.303
C 9.533 -9.848 -10.194
H 7.554 -4.863 -12.974
H 9.135 -5.053 -13.309
H 8.646 -5.202 -11.583
H 8.120 -7.287 -13.722
H 7.462 -7.372 -12.144
H 10.415 -7.278 -12.703
H 9.510 -8.715 -12.385
H 8.891 -7.260 -10.095
H 10.593 -6.587 -10.400
H 12.100 -9.769 -10.707
H 12.336 -8.077 -11.089
H 13.730 -9.050 -9.009
H 13.117 -7.469 -8.855
H 11.671 -9.927 -7.784
H 12.279 -8.431 -6.899
H 9.734 -8.961 -7.723
H 10.185 -7.459 -8.131
H 8.483 -9.558 -10.139
H 9.671 -10.578 -9.395
H 9.804 -10.371 -11.111
O 14.682 -11.154 -6.071
C 13.753 -11.891 -5.531
O 12.680 -12.250 -6.159
O 13.926 -12.007 -4.305
H 15.066 -10.963 -5.212
O 8.389 -11.418 -7.439
C 7.437 -12.438 -7.472
O 7.804 -13.602 -7.273
O 6.286 -12.106 -7.565
H 7.920 -10.589 -7.559
O 12.498 -13.055 -12.951
C 11.510 -12.139 -12.926
O 11.705 -10.969 -13.219
O 10.415 -12.579 -12.677
H 11.866 -13.775 -12.892
O 10.007 -17.961 -5.342
C 9.266 -17.835 -4.300
O 8.865 -18.756 -3.682
O 8.619 -16.838 -3.893
H 10.224 -18.854 -5.064

Summary:
E_HOMO (spin up / spin down): -0.2733 / -0.3289 hartree
Charge: +2
Expectation value of S²: 0.75
Spin multiplicity: 2
Total energy: -3442.79583 Ha



Entry 4:
Molecular formula: C8H12AlF6O6P
Method: DFT, the ωB97M-V functional and the def2-TZVPD basis

Positions of all 34 atoms, in Å:
Al 3.443 0.885 0.783
P 7.021 -3.281 1.706
F 8.585 -2.907 1.758
F 6.604 -1.963 2.465
F 6.864 -2.386 0.353
F 5.411 -3.491 1.686
F 7.408 -4.663 0.938
F 7.129 -4.044 3.158
C -2.128 6.922 -5.399
C -0.792 7.145 -4.632
C -0.903 7.707 -3.213
O 0.261 7.145 -2.680
C 0.445 5.944 -3.208
O 1.140 5.044 -2.742
O -0.299 5.906 -4.364
H -2.609 7.829 -5.765
H -2.774 6.463 -4.650
H -2.040 6.323 -6.305
H -0.096 7.773 -5.189
H -1.762 7.307 -2.674
H -0.849 8.795 -3.193
C -4.426 -5.292 4.126
C -3.038 -5.509 3.641
C -2.847 -6.048 2.240
O -1.731 -5.288 1.796
C -1.578 -4.151 2.500
O -0.779 -3.224 2.269
O -2.361 -4.277 3.550
H -4.503 -4.493 4.864
H -4.788 -6.213 4.582
H -5.068 -4.905 3.334
H -2.427 -6.086 4.335
H -3.755 -5.830 1.677
H -2.757 -7.135 2.253

Summary:
E_HOMO: -0.5729 hartree
Charge: +2
Spin multiplicity: 1
Total energy: -1945.64276 Ha
Relative energy (zero: lowest compared OMol25 entry of this formula, charge and spin): 57.8 kcal/mol



Entry 5:
Molecular formula: C34H40IrN5OP
Method: DFT, the ωB97M-V functional and the def2-TZVPD basis

Positions of all 82 atoms, in Å:
Ir 1.028 0.525 -0.056
C 2.647 3.636 -1.098
C 2.469 2.605 -0.024
C 3.417 1.567 0.157
C 3.359 0.712 1.250
C 4.518 -0.171 1.616
C 2.232 0.814 2.120
C 1.311 1.855 2.015
C 0.336 2.154 3.114
C 1.418 2.714 0.896
H 2.050 3.404 -1.985
H 3.691 3.705 -1.399
H 2.324 4.615 -0.745
H 4.280 1.522 -0.498
H 4.579 -1.076 1.015
H 4.472 -0.463 2.663
H 5.450 0.369 1.447
H 2.207 0.190 3.006
H -0.697 2.026 2.792
H 0.441 3.201 3.405
H 0.522 1.537 3.990
H 0.756 3.565 0.840
O 2.382 0.519 -2.469
N 1.034 0.737 -2.070
C 0.228 0.352 -3.007
C -1.204 0.418 -2.971
C -1.843 0.350 -4.213
C -3.220 0.482 -4.304
C -3.962 0.669 -3.149
C -3.333 0.729 -1.904
C -1.959 0.592 -1.798
P -1.287 0.648 -0.118
C -2.106 -0.645 0.834
C -1.849 -0.691 2.210
C -2.423 -1.674 2.998
C -3.249 -2.631 2.417
C -3.500 -2.600 1.053
C -2.926 -1.617 0.258
C -1.940 2.211 0.491
C -1.515 3.398 -0.116
C -2.016 4.616 0.306
C -2.948 4.659 1.340
C -3.397 3.486 1.925
C -2.906 2.257 1.499
H 2.676 1.343 -2.892
H 0.692 0.023 -3.934
H -1.254 0.216 -5.113
H -3.705 0.442 -5.269
H -5.038 0.769 -3.207
H -3.935 0.888 -1.018
H -1.212 0.055 2.670
H -2.227 -1.699 4.062
H -3.698 -3.401 3.032
H -4.147 -3.341 0.602
H -3.142 -1.605 -0.803
H -0.812 3.361 -0.943
H -1.699 5.532 -0.177
H -3.343 5.611 1.669
H -4.140 3.520 2.712
H -3.286 1.349 1.946
C 0.194 -2.228 -1.222
N 0.309 -3.650 -1.218
C 0.111 -4.171 0.140
N 1.129 -3.625 1.044
C 1.017 -2.203 1.092
N 1.209 -1.560 -0.290
C 2.576 -2.030 -0.798
N 2.660 -3.455 -0.798
C 1.650 -4.033 -1.686
C 2.463 -3.993 0.551
H -0.800 -1.939 -0.899
H 0.386 -1.866 -2.230
H 0.185 -5.256 0.123
H -0.880 -3.886 0.498
H 1.795 -1.803 1.743
H 0.037 -1.917 1.457
H 3.331 -1.615 -0.144
H 2.713 -1.642 -1.804
H 1.736 -5.117 -1.671
H 1.803 -3.678 -2.706
H 3.225 -3.593 1.223
H 2.552 -5.076 0.524

Summary:
E_HOMO: -0.6136 hartree
Charge: +3
Spin multiplicity: 1
Total energy: -2113.33657 Ha
Relative energy (zero: lowest compared OMol25 entry of this formula, charge and spin): 13.7 kcal/mol



Question: Which value of total energy does entry 4 give?
Answer: -1945.64276 Ha